{
  "formula": "C5H9NO",
  "method": "wB97M-V/def2-TZVPD",
  "homo_energy_ha": [-0.2078, -0.3106],
  "homo_lumo_gap_ev": [6.42, 5.78],
  "molar_mass_g_mol": 99.1,
  "energy_ha": -325.5961,
  "multiplicity": 3,
  "relative_energy_ev": 3.856,
  "max_force_ev_per_a": 10.767,
  "lumo_ev": [0.76, -2.68],
  "s_squared": 2.010,
  "symbols": ["C", "C", "C", "C", "C", "N", "O", "H", "H", "H", "H", "H", "H", "H", "H", "H"],
  "xyz": [[1.525, 0.665, -0.456], [-3.163, -0.888, -0.043], [0.136, 0.556, 0.176], [-2.124, -0.171, 0.364], [-0.878, -0.044, -0.281], [2.688, -0.003, 0.371], [2.947, -1.297, -0.033], [1.716, 1.723, -0.712], [1.511, 0.207, -1.380], [-4.181, -1.066, 0.404], [-2.999, -1.129, -1.050], [0.256, 1.031, 1.114], [-2.286, 0.275, 1.337], [-0.841, -0.530, -1.251], [3.408, 0.675, 0.122], [2.284, -0.005, 1.319]],
  "nbo_charge": [-0.290, -0.291, -0.138, -0.178, -0.268, -0.222, -0.698, 0.197, 0.219, 0.198, 0.157, 0.175, 0.183, 0.207, 0.371, 0.378]
}

***

{
  "formula": "C5H9NO2",
  "method": "wB97M-V/def2-TZVPD",
  "homo_energy_ha": -0.3553,
  "homo_lumo_gap_ev": 10.42,
  "molar_mass_g_mol": 115.1,
  "energy_ha": -401.1006,
  "relative_energy_ev": 2.072,
  "max_force_ev_per_a": 6.004,
  "smiles": "CNC(=O)CCC=O",
  "lumo_ev": 0.75,
  "symbols": ["C", "N", "C", "O", "C", "C", "C", "O", "H", "H", "H", "H", "H", "H", "H", "H", "H"],
  "xyz": [[-1.829, 0.781, -1.155], [-0.922, -0.173, -1.660], [0.343, -0.293, -1.065], [0.988, -1.228, -1.370], [0.605, 0.626, 0.157], [0.568, -0.088, 1.538], [1.726, -1.081, 1.705], [1.649, -2.239, 2.063], [-1.543, 1.751, -1.345], [-2.787, 0.649, -1.867], [-2.093, 0.771, -0.170], [-1.265, -0.992, -2.292], [1.668, 0.967, 0.046], [0.063, 1.489, 0.308], [0.535, 0.566, 2.305], [-0.350, -0.669, 1.612], [2.643, -0.836, 1.190]],
  "nbo_charge": [-0.398, -0.649, 0.690, -0.582, -0.509, -0.491, 0.437, -0.503, 0.187, 0.201, 0.181, 0.419, 0.230, 0.225, 0.226, 0.224, 0.111]
}

***

Please write out number 1 again, unchanged.
{
  "formula": "C5H9NO",
  "method": "wB97M-V/def2-TZVPD",
  "homo_energy_ha": [-0.2078, -0.3106],
  "homo_lumo_gap_ev": [6.42, 5.78],
  "molar_mass_g_mol": 99.1,
  "energy_ha": -325.5961,
  "multiplicity": 3,
  "relative_energy_ev": 3.856,
  "max_force_ev_per_a": 10.767,
  "lumo_ev": [0.76, -2.68],
  "s_squared": 2.010,
  "symbols": ["C", "C", "C", "C", "C", "N", "O", "H", "H", "H", "H", "H", "H", "H", "H", "H"],
  "xyz": [[1.525, 0.665, -0.456], [-3.163, -0.888, -0.043], [0.136, 0.556, 0.176], [-2.124, -0.171, 0.364], [-0.878, -0.044, -0.281], [2.688, -0.003, 0.371], [2.947, -1.297, -0.033], [1.716, 1.723, -0.712], [1.511, 0.207, -1.380], [-4.181, -1.066, 0.404], [-2.999, -1.129, -1.050], [0.256, 1.031, 1.114], [-2.286, 0.275, 1.337], [-0.841, -0.530, -1.251], [3.408, 0.675, 0.122], [2.284, -0.005, 1.319]],
  "nbo_charge": [-0.290, -0.291, -0.138, -0.178, -0.268, -0.222, -0.698, 0.197, 0.219, 0.198, 0.157, 0.175, 0.183, 0.207, 0.371, 0.378]
}